Computed, not measured: a 2-piece molecular cluster, C6H13IO3 overall in a non-equilibrium geometry, with ωB97M-V/def2-TZVPD.

Calculated values
E: -20665.12265 eV
2S+1: 3
Strongest force on any atom: 4.19 eV/A
Highest occupied orbital energy (spin up / spin down): -4.515 / -8.269 eV
Orbital gap (spin up / spin down): 4.96 / 4.97 eV

Bonds (Å) are listed after each position.
Atoms and positions in Å:
1 C 1.1500 -0.6560 -1.4215  C4 1.520, H11 1.029, H12 1.037, H13 1.088
2 C 1.6449 1.7681 1.7863  C5 1.478, H14 1.103, H15 1.141, H16 1.047
3 C -2.4080 -0.7252 -1.4428  O8 1.453, H17 1.176, H18 1.121, H19 1.063
4 C 0.3129 -1.8557 -1.0073  C1 1.520, C6 1.640, H20 1.161, H21 1.141
5 C 0.2790 2.0623 1.3048  C2 1.478, I10 2.115, H22 1.073, H23 1.067
6 C -0.7434 -1.3221 0.1281  C4 1.640, O8 1.264, O9 1.272
7 O -0.8397 -0.6582 2.2973  O9 1.358
8 O -1.7957 -0.6692 -0.1265  C3 1.453, C6 1.264
9 O -0.2231 -1.3259 1.2884  C6 1.272, O7 1.358
10 I -0.2022 2.6241 -0.6765  C5 2.115
11 H 0.6180 -0.1317 -2.1289  C1 1.029
12 H 2.1077 -0.9955 -1.6282  C1 1.037
13 H 1.1721 -0.0408 -0.5249  C1 1.088
14 H 1.5942 1.7560 2.8884  C2 1.103
15 H 1.9537 0.7798 1.3066  C2 1.141
16 H 2.4032 2.4100 1.4549  C2 1.047
17 H -1.5518 -0.4984 -2.2161  C3 1.176
18 H -3.1437 0.1120 -1.3194  C3 1.121
19 H -2.8559 -1.6887 -1.4002  C3 1.063
20 H 1.0331 -2.5078 -0.3713  C4 1.161
21 H -0.2622 -2.5575 -1.6999  C4 1.141
22 H -0.2804 1.2016 1.6156  C5 1.073
23 H 0.0374 2.9190 1.8930  C5 1.067